This record from the Open Molecules 2025 dataset describes the molecule C20H23N3O. The level of theory is the ωB97M-V functional and the def2-TZVPD basis.

```
47
Properties=species:S:1:pos:R:3:mulliken_charge:R:1
O 1.19892 2.24105 -2.95058 -0.609
C 0.86594 1.03585 -2.28487 -0.129
C 1.02510 1.22538 -0.75007 -1.285
N 0.98490 0.05023 0.07801 0.273
C 2.09111 -0.87138 -0.08503 -0.295
C 1.81666 -2.11774 0.77594 -1.483
N 1.02049 -1.80335 1.93337 0.183
C 1.59494 -1.42234 3.13082 0.942
C 0.79832 -1.32356 4.27923 -0.276
C 1.34669 -0.99334 5.50153 -0.637
C 2.70666 -0.76523 5.62769 -0.479
C 3.50841 -0.87552 4.50548 -0.772
C 2.96716 -1.19501 3.27524 -0.379
C -0.30425 -1.33242 1.57775 -1.258
C -0.27947 -0.63889 0.20024 -0.483
C -0.49896 0.55256 -2.66667 0.872
C -0.79150 -0.61369 -3.31214 -1.130
N -2.14010 -0.72520 -3.50416 0.037
C -2.75229 0.38404 -2.99889 -0.812
C -4.09764 0.72766 -2.96742 -0.906
C -4.43700 1.93105 -2.38957 -0.492
C -3.46046 2.77611 -1.85631 -0.972
C -2.12576 2.44081 -1.88422 -0.283
C -1.74719 1.22455 -2.45794 1.840
H 0.50108 2.88277 -2.77709 0.452
H 1.61188 0.31529 -2.63757 0.400
H 1.99338 1.71068 -0.58820 0.315
H 0.24255 1.90120 -0.39423 0.516
H 2.24068 -1.18754 -1.13178 0.300
H 2.99817 -0.35763 0.24791 0.376
H 2.74692 -2.59659 1.08002 0.588
H 1.24896 -2.84851 0.18808 0.361
H -0.25947 -1.52975 4.21717 0.430
H 0.70487 -0.92419 6.36848 0.357
H 3.13413 -0.50948 6.58529 0.378
H 4.57219 -0.70007 4.58372 0.362
H 3.62494 -1.24992 2.42243 0.228
H -0.63525 -0.61224 2.32658 0.671
H -1.01497 -2.17069 1.55685 0.155
H -0.43615 -1.37587 -0.60421 0.222
H -1.09255 0.08605 0.14583 0.360
H -0.12326 -1.38498 -3.64557 0.455
H -2.60388 -1.48902 -3.96524 0.178
H -4.84808 0.07254 -3.38502 0.381
H -5.47323 2.23135 -2.34809 0.388
H -3.76472 3.71359 -1.41469 0.397
H -1.39315 3.11527 -1.46365 0.265
```

## Properties
- E_LUMO (eV) = 0.63
- orbital gap (eV) = 8.06
- SMILES string = O[C@@H](CN1CCN(c2ccccc2)CC1)c1c[nH]c2ccccc12
- net charge = 0
- HOMO level (eV) = -7.432



This record from the Open Molecules 2025 dataset describes the molecule C20H23N3O2S2. The level of theory is the ωB97M-V functional and the def2-TZVPD basis.

```
50
Properties=species:S:1:pos:R:3:mulliken_charge:R:1
C 0.71935 2.49718 -2.23151 -0.401
C 0.65343 3.03481 -0.80764 -1.371
N 0.79965 1.97209 0.17159 0.061
C -0.26612 1.27375 0.62595 0.395
S -1.85446 1.63644 -0.01623 -0.183
C -2.81260 0.37330 0.86763 -0.917
C -2.30592 -1.06056 0.75102 0.645
O -2.33049 -1.76868 1.73666 -0.664
N -1.84728 -1.51596 -0.44433 0.171
C -1.00549 -2.70151 -0.44473 -1.216
C 0.41097 -2.27164 -0.81081 0.492
C 0.42365 -1.68723 -2.22222 -1.463
C -0.84038 -0.94569 -2.56770 0.974
C -0.94588 -0.33960 -3.81433 -0.586
C -2.10608 0.29693 -4.21064 -0.689
C -3.20431 0.30124 -3.36646 -0.640
C -3.12124 -0.29770 -2.12609 -0.509
C -1.93218 -0.88516 -1.69754 0.017
N -0.20678 0.33088 1.51292 -0.107
C 1.00129 0.01712 2.00920 -0.125
C 2.14638 0.63142 1.58825 0.801
C 2.11686 1.68246 0.60883 0.245
O 3.05743 2.30228 0.16107 -0.707
S 3.59627 0.03173 2.35045 -0.256
C 2.66205 -1.38282 3.11760 0.157
C 2.97547 -2.65532 2.34723 -1.216
C 1.17609 -1.01664 3.07352 -0.911
H 0.62091 3.31958 -2.93375 0.447
H 1.67774 2.01121 -2.39740 0.302
H -0.08261 1.78528 -2.41311 -0.181
H 1.48083 3.72843 -0.63674 0.471
H -0.29825 3.54100 -0.62837 0.583
H -3.83373 0.47660 0.50319 0.476
H -2.78886 0.61808 1.93003 0.552
H -1.04898 -3.14028 0.55266 0.525
H -1.39334 -3.41823 -1.17495 0.361
H 1.09132 -3.12177 -0.74749 0.542
H 0.73692 -1.51999 -0.09008 -0.609
H 1.28269 -1.02280 -2.34524 0.361
H 0.54000 -2.49563 -2.95143 0.445
H -0.09575 -0.37462 -4.48056 0.418
H -2.16087 0.76843 -5.17958 0.422
H -4.13000 0.75961 -3.67847 0.423
H -3.99018 -0.33019 -1.48852 0.526
H 3.02910 -1.46511 4.14092 0.530
H 4.04551 -2.84831 2.35592 0.391
H 2.65041 -2.56039 1.31361 0.176
H 2.46371 -3.50274 2.79978 0.367
H 0.84333 -0.59063 4.02395 0.313
H 0.55057 -1.88643 2.86872 0.162
```

## Properties
- E_LUMO (eV) = 0.53
- orbital gap (eV) = 8.15
- SMILES string = CCn1c(SCC(=O)N2CCCc3ccccc32)nc2c(c1=O)S[C@H](C)C2
- net charge = 0
- HOMO level (eV) = -7.628



This record from the Open Molecules 2025 dataset describes the molecule C20H23N3O3. The level of theory is the ωB97M-V functional and the def2-TZVPD basis.

```
49
Properties=species:S:1:pos:R:3:mulliken_charge:R:1
C -1.95968 0.81162 2.32375 -1.359
C -2.78566 0.65579 1.07372 0.918
C -4.16136 0.51788 1.16500 -0.706
C -4.90409 0.40842 0.00307 -0.449
N -4.37324 0.43930 -1.21135 -0.629
C -3.05245 0.58489 -1.31923 0.597
C -2.53061 0.58624 -2.72725 -1.187
C -2.22182 0.68799 -0.20132 0.586
C -0.74296 0.86885 -0.38361 -0.246
O -0.25311 1.87927 -0.85944 -0.596
N 0.01896 -0.17606 0.02653 0.173
C 1.45968 -0.15638 -0.08385 -1.217
C 1.93158 -0.23436 -1.53843 -0.556
C 1.51117 -1.52363 -2.23234 -1.483
C 2.22748 -2.70870 -1.64868 1.138
C 1.62896 -3.96268 -1.59364 -0.931
C 2.30463 -5.05064 -1.06697 -0.598
C 3.59419 -4.88669 -0.58091 -0.605
C 4.18868 -3.63737 -0.61835 -0.761
C 3.51626 -2.54240 -1.14827 0.803
C 4.20776 -1.20328 -1.14135 -1.219
N 3.37436 -0.10761 -1.61611 0.176
C 3.98784 1.08880 -1.79420 0.926
O 5.19450 1.22524 -1.64975 -0.753
C 3.14716 2.29346 -2.20256 -0.507
O 3.97956 3.40898 -2.35582 -0.602
H -1.20741 1.59218 2.20172 0.314
H -2.59162 1.08474 3.16621 0.452
H -1.43828 -0.11268 2.57705 0.280
H -4.65243 0.50645 2.12927 0.405
H -5.98253 0.29773 0.04486 0.372
H -1.48214 0.86462 -2.79409 0.285
H -2.66682 -0.40452 -3.16503 0.257
H -3.11064 1.28951 -3.32206 0.361
H -0.43998 -1.00294 0.36697 0.366
H 1.84920 0.76020 0.36716 0.285
H 1.85879 -0.99402 0.49171 0.625
H 1.47434 0.59244 -2.07715 0.721
H 0.42928 -1.65672 -2.16566 0.409
H 1.74333 -1.42686 -3.29662 0.468
H 0.62114 -4.08910 -1.97385 0.416
H 1.82784 -6.02165 -1.03293 0.392
H 4.13292 -5.72935 -0.16777 0.388
H 5.19285 -3.51106 -0.22782 0.445
H 4.56036 -0.98682 -0.12555 0.395
H 5.10283 -1.24062 -1.76246 0.567
H 2.63361 2.07452 -3.14624 0.270
H 2.37810 2.49296 -1.44807 0.229
H 4.87613 3.08966 -2.15350 0.385
```

## Properties
- E_LUMO (eV) = 0.38
- orbital gap (eV) = 9.66
- SMILES string = Cc1ccnc(C)c1C(=O)NC[C@@H]1Cc2ccccc2CN1C(=O)CO
- net charge = 0
- HOMO level (eV) = -9.282



This record from the Open Molecules 2025 dataset describes the molecule C20H23N5O5 at a distorted geometry. The level of theory is the ωB97M-V functional and the def2-TZVPD basis.

```
53
Properties=species:S:1:pos:R:3:mulliken_charge:R:1
C -6.27776 -2.03637 -0.90800 -1.337
C -5.12422 -1.96215 0.08311 -0.105
C -4.65078 -0.51921 0.26564 -0.802
O -3.60762 -0.40040 1.21552 -0.435
C -2.32879 -0.63769 0.85624 0.290
C -1.36783 -0.36414 1.83432 -0.628
C -0.02433 -0.51682 1.57861 -0.603
C 0.40346 -0.97846 0.33561 0.321
N 1.79297 -1.14436 0.05709 0.347
C 2.33537 -1.09360 -1.22003 0.324
O 1.74525 -0.81117 -2.23015 -0.590
C 3.80231 -1.46041 -1.13792 -0.989
C 4.13254 -1.45581 0.34386 0.150
N 5.10731 -0.47059 0.79242 -0.261
C 5.08923 0.88760 0.29437 -1.236
C 3.83100 1.74647 0.52741 -0.352
N 2.89519 1.64128 -0.56848 -0.044
C 1.58550 1.93923 -0.44560 0.113
C 0.72806 1.86950 -1.56641 -0.448
C -0.61240 2.05530 -1.37214 -0.595
C -1.06858 2.35750 -0.08195 0.037
N -2.45790 2.52467 0.16754 1.175
O -3.23159 2.21197 -0.72128 -0.667
O -2.79772 2.96005 1.24991 -0.657
C -0.14067 2.46414 0.94956 -0.341
N 1.14430 2.25547 0.77833 -0.416
C 2.76725 -1.30295 1.02733 0.307
O 2.60949 -1.30898 2.22025 -0.643
C -0.54613 -1.28307 -0.63105 -0.924
C -1.89461 -1.10213 -0.38286 0.010
H -7.11781 -1.44025 -0.55993 0.328
H -6.61000 -3.06461 -1.02708 0.378
H -5.97131 -1.65786 -1.88070 0.339
H -4.29581 -2.58331 -0.26380 0.274
H -5.44007 -2.34820 1.05424 0.327
H -5.46287 0.08470 0.67974 0.502
H -4.35173 -0.07377 -0.69014 0.284
H -1.70675 -0.00617 2.79309 0.454
H 0.68678 -0.27844 2.34972 0.492
H 3.92328 -2.45318 -1.57527 0.372
H 4.40751 -0.77777 -1.72921 0.268
H 4.54095 -2.42259 0.66785 0.449
H 5.09235 -0.47158 1.80751 0.352
H 5.93185 1.37891 0.78659 0.410
H 5.31477 0.87060 -0.77642 0.310
H 4.13407 2.79360 0.65579 0.526
H 3.30812 1.44151 1.43691 0.296
H 3.27160 1.58626 -1.50264 0.359
H 1.12750 1.63539 -2.53932 0.363
H -1.32196 1.98356 -2.18199 0.482
H -0.46029 2.71752 1.95073 0.512
H -0.24366 -1.65209 -1.59644 0.401
H -2.59480 -1.32707 -1.17052 0.523
```

## Properties
- E_LUMO (eV) = -0.19
- orbital gap (eV) = 7.84
- SMILES string = CCCOc1ccc(N2C(=O)C[C@@H](NCCNc3ccc([N+](=O)[O-])cn3)C2=O)cc1
- net charge = 0
- HOMO level (eV) = -8.034